A) 14
Properties=species:S:1:pos:R:3:mulliken_charge:R:1 method="wB97M-V/def2-TZVPD" homo_ha=-0.302 e_lumo_ev=0.989 mol_weight_g_mol=84.1 orbital_gap_ev=9.21 spin_multiplicity=1
C -0.008 -1.083 0.093 -0.383
C -0.808 -0.215 0.869 -0.500
C 0.665 1.150 -1.150 -0.094
C 1.010 -0.274 -0.668 -0.709
H 0.540 -1.858 0.640 0.279
H -0.779 -1.641 -0.672 0.242
H -0.252 -0.047 2.153 0.203
H -1.745 -0.848 1.285 0.216
H -1.680 1.561 0.901 0.281
H 1.237 1.611 -1.865 0.469
H 1.681 -0.645 -1.430 0.382
H 1.648 -0.270 0.214 0.254
N -1.138 0.914 0.302 0.048
N -0.372 1.646 -0.672 -0.689

=====

B) 14
Properties=species:S:1:pos:R:3:mulliken_charge:R:1 method="wB97M-V/def2-TZVPD" homo_ha=-0.325 e_lumo_ev=-0.339 mol_weight_g_mol=84.1 orbital_gap_ev=8.49 spin_multiplicity=1
C -2.719 1.239 0.666 -0.469
C -2.278 1.048 -0.520 -0.278
C 0.537 -1.020 -0.521 -0.990
C 0.400 0.530 -0.368 -0.112
N 2.586 1.033 0.428 -0.519
N 1.284 1.369 0.076 -0.279
H -2.093 1.445 1.570 0.278
H -3.888 1.323 0.898 0.249
H 0.577 -1.514 0.508 0.269
H 1.546 -1.265 -1.117 0.293
H -0.307 -1.372 -1.189 0.281
H 3.105 1.853 0.914 0.260
H -0.457 1.111 -0.679 0.802
H 2.756 0.188 1.034 0.214

=====

A) is favored, and the nearest alternative lies 234.7 kJ/mol above it.